{"formula": "C16H44MgN7NaO13", "method": "ωB97M-V/def2-TZVPD", "species": ["Na", "Mg", "N", "O", "O", "O", "N", "O", "O", "O", "N", "O", "O", "O", "C", "C", "C", "O", "C", "N", "H", "H", "H", "H", "H", "H", "H", "H", "H", "H", "H", "C", "C", "C", "O", "C", "N", "H", "H", "H", "H", "H", "H", "H", "H", "H", "H", "H", "C", "C", "C", "O", "C", "N", "H", "H", "H", "H", "H", "H", "H", "H", "H", "H", "H", "C", "C", "C", "O", "C", "N", "H", "H", "H", "H", "H", "H", "H", "H", "H", "H", "H"], "coordinates": [[-3.063450, -2.800167, -1.382901], [-0.256340, -3.280387, 1.767049], [-3.256700, -3.420287, 2.653129], [-3.985920, -3.033767, 3.548019], [-2.024530, -3.411987, 2.781249], [-3.624820, -3.625817, 1.505049], [-1.073990, -0.571587, 0.148989], [-0.882490, -1.530807, 0.855699], [-0.595750, 0.474033, 0.518609], [-1.714210, -0.725307, -0.893601], [-1.056580, -5.318957, -0.519811], [-0.374100, -6.278887, -0.089601], [-0.882360, -4.267057, 0.154609], [-1.813480, -5.378567, -1.473841], [2.605630, -0.866587, 3.816299], [1.725820, -1.457987, 2.650629], [2.587580, -2.347447, 1.715529], [1.577480, -3.024767, 0.874399], [2.220480, -3.844837, -0.134751], [0.644000, -2.244037, 3.241609], [3.124880, -1.686637, 4.312299], [1.970020, -0.213057, 4.413789], [3.366970, -0.146007, 3.517599], [1.366460, -0.552747, 2.161229], [3.095830, -3.159827, 2.234969], [3.313510, -1.760217, 1.153139], [1.850090, -3.419637, -1.067551], [1.967490, -4.902527, -0.061361], [3.294020, -3.670157, -0.206271], [1.094240, -2.716347, 4.012519], [0.141390, -1.486857, 3.682259], [-0.334460, 2.564013, -4.319161], [-1.332270, 1.804293, -3.504751], [-2.758750, 2.143213, -4.072971], [-3.772740, 1.569953, -3.236631], [-3.921110, 1.996043, -1.922271], [-1.140040, 0.342693, -3.692401], [-0.398920, 3.603193, -3.996591], [-0.465330, 2.345993, -5.379091], [0.700610, 2.259543, -4.164161], [-1.278250, 2.032313, -2.440231], [-3.035120, 1.798623, -5.069451], [-2.961280, 3.177183, -4.352271], [-4.774960, 1.526423, -1.433911], [-4.041560, 3.072313, -1.798841], [-3.078960, 1.787183, -1.262541], [-0.184130, 0.100833, -3.911121], [-1.272680, -0.179697, -2.838231], [1.000050, 2.297373, 3.603329], [-0.415260, 2.918503, 3.538029], [-0.804620, 3.727113, 2.245139], [-2.218130, 3.951813, 2.175189], [-2.744410, 4.241063, 0.855659], [-1.219970, 1.782693, 3.548209], [1.728110, 3.103813, 3.691059], [1.157830, 1.670393, 2.725769], [1.123950, 1.702233, 4.508069], [-0.689630, 3.444753, 4.452289], [-0.464580, 3.097423, 1.422969], [-0.261400, 4.670723, 2.194079], [-2.473880, 5.183003, 0.378509], [-3.822160, 4.119533, 0.964229], [-2.452780, 3.494493, 0.116959], [-2.075540, 2.219153, 3.235779], [-0.932720, 1.235513, 2.749349], [3.599300, 0.639513, -0.200091], [2.731160, 0.713193, -1.424561], [2.229360, -0.775807, -1.864581], [1.506700, -0.672637, -3.127141], [1.263810, -1.951837, -3.756981], [1.648120, 1.577163, -1.241051], [4.372890, -0.122247, -0.297021], [2.988060, 0.544913, 0.697419], [4.308500, 1.460543, -0.095001], [3.401940, 1.145113, -2.167251], [1.561360, -1.161617, -1.094511], [3.077540, -1.455887, -1.943151], [0.347180, -2.285587, -3.270661], [2.155050, -2.578447, -3.723221], [0.915900, -1.854337, -4.785351], [1.151670, 1.362753, -2.094091], [1.015410, 1.280743, -0.511731]], "atomic_forces_ev_per_a": [[0.4, -0.5, 1.0], [-2.2, -0.5, -0.9], [-1.1, 2.1, -1.0], [0.1, -0.8, 0.2], [3.7, -0.3, 1.9], [-1.8, -0.7, -1.6], [0.8, -0.2, 0.9], [0.0, -2.6, 1.4], [0.1, 2.5, -0.7], [-1.1, 0.3, -2.2], [2.4, -2.6, 2.2], [-1.0, 0.2, -1.4], [-0.9, 2.2, -0.7], [-0.4, 0.8, -0.2], [-0.2, 0.0, -1.1], [3.2, 0.8, 0.6], [-2.1, 0.0, 0.4], [2.0, 0.0, 0.2], [-0.6, 0.7, -1.0], [0.8, 1.0, 0.3], [-0.3, 0.2, 0.6], [-0.1, -0.7, 0.6], [0.2, -0.2, -0.6], [-0.5, -0.5, -0.6], [0.2, 0.2, 0.4], [-0.3, -0.1, -0.3], [-0.2, -0.5, -0.2], [0.0, 0.2, 0.2], [0.1, -0.2, 0.6], [-0.2, -0.5, 0.4], [-1.2, -0.3, 0.4], [0.9, 0.0, -0.1], [-0.2, -1.7, -1.8], [-2.5, -0.5, 0.8], [0.7, -0.1, -1.2], [0.1, 1.0, 1.3], [0.9, 2.4, 1.9], [-0.1, 0.1, -0.7], [-0.4, 0.7, -0.1], [0.0, -0.1, 0.5], [-0.4, -0.2, 0.3], [0.9, -1.3, 0.0], [0.7, 0.9, 1.4], [-0.1, -0.2, -0.5], [-0.2, 0.3, -0.5], [0.5, -0.5, -0.2], [0.7, -0.2, -1.2], [-1.3, -0.6, 0.7], [0.1, 2.1, 0.2], [1.1, 0.5, -0.1], [1.0, 0.3, 0.5], [0.4, 0.2, -0.9], [0.0, -1.0, 0.7], [-2.3, -1.6, -0.2], [0.5, -0.2, -0.4], [0.2, 0.1, -0.1], [-0.4, 0.0, 0.0], [0.5, 0.6, -0.1], [-0.1, -0.1, -0.4], [0.0, 0.2, -0.1], [0.1, 0.4, 0.7], [0.0, 0.5, 0.0], [0.4, -0.5, 0.1], [-1.3, -1.0, 0.2], [-0.1, -0.5, -0.3], [0.9, -0.3, 0.4], [1.5, -2.5, -0.1], [0.4, 1.9, -0.2], [0.8, 0.0, -0.2], [-0.8, 0.9, 0.6], [-1.4, 0.9, -0.9], [-0.5, -0.8, 0.2], [0.3, -0.2, 0.2], [-0.8, 0.8, 0.0], [-0.3, -0.4, -0.7], [-0.2, 0.0, 0.2], [0.1, 0.0, -0.4], [0.4, -1.2, 0.4], [-0.4, -0.2, 0.2], [0.6, 0.6, -0.2], [-0.9, 0.8, -0.2], [0.0, -0.2, 0.5]], "mulliken_charge": [0.90, 1.24, 0.89, -0.60, -0.63, -0.58, 0.77, -0.99, -0.04, -0.82, 0.94, -0.62, -0.45, -0.66, -1.64, 1.22, -0.90, 0.43, -1.05, -0.42, 0.49, 0.46, 0.34, -0.81, 0.56, 0.21, 0.13, 0.37, 0.47, 0.35, 0.43, -1.56, 1.12, -0.98, -0.35, -0.29, -0.04, 0.46, 0.42, 0.37, 0.05, 0.36, 0.42, 0.38, 0.38, -0.24, 0.32, 0.22, -0.68, 0.07, -0.02, -0.38, -0.26, -0.73, 0.43, -0.27, 0.34, 0.49, -0.23, 0.39, 0.36, 0.35, -0.21, 0.37, 0.08, -1.40, 0.36, 0.05, -0.43, -0.82, -0.49, 0.45, 0.03, 0.43, 0.34, -0.44, 0.62, 0.30, 0.38, 0.26, 0.16, 0.08], "homo_ev": [-10.94, -10.94], "lumo_ev": [-3.1, -8.0], "gap_ha": [0.28744, 0.10646], "s_squared": 0.76, "charge": 1, "fmax_ev_per_a": 4.2, "e_tot_ev": -64197.2718, "spin_multiplicity": 2}